# 1
Density functional theory data (ωB97M-V with the def2-TZVPD basis set) for one molecule with the formula C23H23N3O2.

Last column: natural (NBO) charge in e.
CARTESIAN COORDINATES (ANGSTROEM)
O: 0.60001 4.58351 -0.36285  -0.5934
C: 0.22907 3.45012 -0.12336  0.6674
N: -1.09538 3.14474 -0.30920  -0.4325
N: -1.65951 1.93718 -0.18792  -0.2343
C: -2.90452 1.82150 -0.44093  0.0486
C: -3.68694 0.61306 -0.31497  -0.1009
C: -5.05691 0.75449 -0.46096  -0.1668
C: -5.93208 -0.32109 -0.30436  -0.2238
C: -5.44268 -1.55914 0.00825  -0.1636
C: -4.05518 -1.76567 0.14999  -0.0715
C: -3.54747 -3.04357 0.46694  -0.1891
C: -2.20414 -3.25296 0.59781  -0.1988
C: -1.31189 -2.19194 0.39240  -0.2299
C: -1.77208 -0.94163 0.07930  -0.1553
C: -3.15230 -0.68079 -0.02757  0.0204
H: -1.08046 -0.13604 -0.09561  0.2311
H: -0.24980 -2.36795 0.47755  0.2084
H: -1.82321 -4.23260 0.84686  0.2131
H: -4.24761 -3.85562 0.60288  0.2109
H: -6.11024 -2.39700 0.14877  0.2127
H: -6.99374 -0.16282 -0.42271  0.2176
H: -5.46701 1.72872 -0.68845  0.2084
H: -3.47822 2.70825 -0.74826  0.1527
H: -1.67043 3.93192 -0.63025  0.3747
C: 1.14491 2.38134 0.33828  -0.1909
C: 0.76456 1.34907 1.18969  -0.1113
C: 1.69004 0.39592 1.57303  -0.2451
C: 3.00975 0.45684 1.13895  -0.0158
C: 3.39641 1.52484 0.33453  -0.2241
C: 2.47656 2.47230 -0.06531  -0.1446
H: 2.77138 3.30105 -0.69146  0.2347
H: 4.42884 1.61772 0.02761  0.2121
C: 4.00127 -0.61382 1.53463  -0.2319
N: 4.20894 -1.70484 0.60142  -0.4400
C: 3.06852 -2.54720 0.30041  -0.2492
C: 2.27279 -2.07616 -0.92569  -0.0937
O: 3.11312 -1.95007 -2.05257  -0.5273
C: 4.14396 -1.01842 -1.80137  -0.0923
C: 4.98886 -1.44729 -0.59287  -0.2462
H: 5.74729 -0.69370 -0.37749  0.1997
H: 5.49421 -2.38682 -0.84986  0.1964
H: 4.75646 -0.99352 -2.70461  0.1922
H: 3.70478 -0.02401 -1.63372  0.1685
H: 1.51532 -2.81285 -1.20054  0.1932
H: 1.78356 -1.11161 -0.71857  0.1684
H: 2.41879 -2.60175 1.17472  0.1986
H: 3.45742 -3.55096 0.08854  0.1983
H: 3.67445 -1.06984 2.47566  0.2007
H: 4.98023 -0.15580 1.70468  0.2056
H: 1.38153 -0.40394 2.23161  0.2118
H: -0.24392 1.29859 1.56704  0.2261

Force components x, y, z for each atom (eV/Å):
0.046 -0.062 -0.009
-0.056 0.122 -0.055
-0.694 1.027 -0.312
-0.256 -0.720 0.000
0.426 0.973 -0.099
-0.679 -0.484 -0.003
0.617 0.186 0.020
-0.143 -0.442 0.080
-0.198 0.261 -0.073
0.198 0.188 -0.014
0.139 -0.111 0.031
-0.210 -0.147 0.028
0.008 0.210 -0.050
0.342 -0.118 0.044
-0.277 -0.165 0.005
0.078 -0.064 0.029
0.113 0.025 -0.015
-0.007 -0.087 0.016
-0.053 -0.078 0.018
-0.067 -0.074 0.006
-0.076 -0.016 0.002
0.025 0.109 -0.018
0.072 -0.046 0.022
0.294 -0.239 0.134
0.320 -0.220 0.115
0.006 0.086 0.006
0.174 0.026 0.035
-0.021 0.102 0.098
-0.079 -0.033 0.150
-0.156 0.079 -0.048
0.013 0.081 -0.032
0.098 -0.004 -0.046
0.031 -0.138 0.010
0.025 0.043 0.039
-0.085 -0.007 -0.283
-0.103 -0.085 0.266
0.073 -0.161 -0.076
0.262 0.136 0.109
-0.135 -0.030 -0.290
0.068 0.002 -0.001
0.062 0.101 -0.093
0.011 0.066 0.056
0.078 -0.132 -0.083
-0.032 0.051 0.082
-0.003 -0.118 -0.043
-0.042 -0.060 0.054
-0.147 -0.021 0.012
0.041 0.126 0.006
-0.068 0.003 0.075
-0.017 -0.090 0.100
-0.017 -0.050 -0.003

Computed properties:
LUMO level: -0.24 eV
Energy relative to the best compared isomer or geometry (same formula, charge and spin): 1.794 eV
E_tot: -32788.81223 eV
Charge: 0
Frontier orbital gap: 7.848 eV
SMILES: O=C(N/N=C/c1cccc2ccccc12)c1ccc(CN2CCOCC2)cc1

# 2
Density functional theory data (ωB97M-V with the def2-TZVPD basis set) for C23H23N6O6S4Sc as an isolated structure.

Last column: natural (NBO) charge in e.
CARTESIAN COORDINATES (ANGSTROEM)
Sc: -0.25488 0.08352 0.16818  1.4515
C: -1.13242 4.85336 4.34076  -0.6137
C: -2.14839 4.09867 3.49439  -0.2194
N: -1.90790 2.66689 3.47297  -0.5863
C: -1.02326 2.08210 2.65307  0.3539
S: -0.90726 0.34350 2.74606  -0.3275
N: -0.29730 2.84917 1.87373  -0.4669
N: 0.48305 2.12074 1.03615  -0.2755
C: 1.53240 2.68595 0.55488  0.2409
C: 1.88929 4.10448 0.86174  -0.6771
C: 2.41224 1.80243 -0.22905  0.1909
C: 3.56617 2.24997 -0.86101  -0.2360
C: 4.39993 1.32930 -1.47320  -0.1394
C: 4.06484 -0.01142 -1.43692  -0.2454
C: 2.87389 -0.37305 -0.82928  0.0996
N: 2.06379 0.50225 -0.24360  -0.4909
H: -1.33905 5.92429 4.31906  0.2090
H: -1.16351 4.51991 5.37882  0.2020
H: -0.12689 4.68923 3.95484  0.2161
H: -3.15783 4.25670 3.87593  0.1966
H: -2.12469 4.46032 2.46641  0.2195
H: -2.43692 2.05733 4.07158  0.4104
H: 1.63076 4.31928 1.89692  0.2535
H: 2.94273 4.31482 0.69982  0.2133
H: 1.29264 4.77854 0.24299  0.2462
H: 3.80990 3.30102 -0.88217  0.2254
H: 5.30096 1.66021 -1.97260  0.2228
H: 4.68938 -0.76678 -1.89109  0.2278
H: 2.53626 -1.40095 -0.83078  0.2245
O: 0.70624 -0.10288 -3.73090  -0.9262
S: -0.16475 -0.24796 -2.60573  2.4313
O: 0.28916 -1.22276 -1.58611  -0.9869
O: -0.42463 0.97439 -1.80632  -0.9655
C: -1.72090 -0.85622 -3.21776  -0.3958
C: -1.60731 -1.83548 -4.19858  -0.1569
C: -2.72194 -2.44574 -4.74132  -0.2326
C: -3.98514 -2.06523 -4.30603  -0.1960
C: -4.11159 -1.08686 -3.33742  -0.2055
C: -2.99016 -0.47320 -2.77911  0.3126
S: -3.11100 0.28999 -0.20150  1.8284
O: -2.14340 -0.87160 -0.12596  -1.0154
O: -3.20930 0.51971 -1.87662  -0.7133
O: -2.33217 1.46911 0.20675  -0.9389
H: -0.61949 -2.11096 -4.54360  0.2374
H: -2.60385 -3.20425 -5.50282  0.2186
H: -4.86981 -2.52795 -4.72303  0.2168
H: -5.08047 -0.75857 -2.98609  0.2213
N: 2.26932 -0.69245 2.41324  -0.8026
C: 1.77757 -1.82121 1.85343  0.3176
N: 0.71829 -1.86282 1.08418  -0.6021
C: 0.46580 -3.17638 0.66366  0.2054
C: -0.63492 -3.60805 -0.07338  -0.2094
C: -0.72981 -4.94663 -0.40201  -0.2053
C: 0.24262 -5.86589 -0.00887  -0.2158
C: 1.32724 -5.45862 0.74384  -0.2073
C: 1.41572 -4.11498 1.07868  -0.2491
S: 2.61882 -3.33448 2.06858  0.3627
H: 1.55254 0.01420 2.61429  0.4373
H: 2.96807 -0.81423 3.12866  0.3987
H: -1.39555 -2.90405 -0.37483  0.2566
H: -1.58149 -5.28665 -0.97624  0.2178
H: 0.14171 -6.90748 -0.28316  0.2165
H: 2.07666 -6.16564 1.07343  0.2194

Force components x, y, z for each atom (eV/Å):
0.179 0.237 0.625
-0.002 0.024 0.007
0.001 0.057 0.004
-0.037 0.143 0.015
-0.054 -0.280 -0.029
0.195 -0.181 -0.021
-0.038 0.265 0.052
0.136 -0.183 -0.197
-0.120 0.120 0.134
-0.038 -0.019 0.007
0.080 -0.142 -0.083
-0.046 -0.010 0.032
-0.005 -0.040 -0.003
0.000 -0.010 0.011
0.009 -0.003 -0.053
0.053 0.168 -0.255
-0.002 0.010 0.001
-0.003 -0.005 0.006
-0.008 -0.009 -0.010
0.005 -0.021 0.013
0.007 -0.020 -0.002
0.031 0.007 -0.038
-0.003 0.003 0.001
0.004 -0.011 -0.013
0.006 0.009 -0.005
-0.024 0.006 0.018
0.004 -0.001 0.000
-0.005 -0.001 -0.008
0.033 0.009 -0.018
-0.053 0.038 0.091
-0.172 0.084 -0.049
-0.117 -0.332 0.004
-0.035 0.260 -0.167
0.082 0.012 0.035
0.101 -0.127 -0.147
-0.035 0.034 0.034
0.057 0.036 0.047
0.048 0.035 0.030
-0.049 -0.202 -0.029
-0.259 -0.032 0.160
0.049 -0.179 -0.147
0.028 0.309 -0.093
0.162 -0.028 -0.146
0.011 0.012 0.011
-0.007 -0.002 -0.002
-0.013 0.006 -0.001
-0.023 -0.013 -0.018
-0.261 0.089 0.216
-0.078 -0.063 -0.163
0.111 0.093 0.193
-0.014 -0.178 0.051
0.052 0.062 -0.022
-0.018 -0.001 -0.010
-0.006 -0.044 -0.018
0.018 0.007 0.030
-0.045 0.077 -0.015
-0.017 0.032 -0.021
0.146 -0.130 -0.025
-0.052 0.035 -0.002
0.024 -0.009 -0.017
-0.004 0.000 -0.006
0.008 -0.001 0.001
0.004 -0.002 0.001

Computed properties:
LUMO level: -0.35 eV
Energy relative to the best compared isomer or geometry (same formula, charge and spin): 0.338 eV
E_tot: -109498.13483 eV
Charge: 0
Frontier orbital gap: 7.599 eV

# 3
Density functional theory data (ωB97M-V with the def2-TZVPD basis set) for C23H23N6OS2V as an isolated structure.

Last column: natural (NBO) charge in e.
CARTESIAN COORDINATES (ANGSTROEM)
V: -0.17722 -0.52993 0.11238  1.2900
C: -2.59384 2.96742 1.12552  -0.6910
C: -2.06179 1.63945 0.72055  0.2948
N: -0.81174 1.33553 0.68735  -0.3398
N: 0.15822 2.23906 0.98677  -0.3774
C: 1.31293 1.73781 0.62002  0.5838
O: 1.35830 0.56056 0.01649  -0.7466
C: 2.55101 2.47396 0.84611  -0.1136
C: 3.76061 1.93222 0.41047  -0.1677
C: 4.94126 2.62088 0.62790  -0.2145
C: 4.91716 3.84702 1.27979  -0.1520
C: 3.71294 4.38823 1.71607  -0.2080
C: 2.52961 3.70660 1.50177  -0.1503
C: -2.92882 0.53750 0.26799  0.1665
C: -4.30926 0.60245 0.26821  -0.2045
C: -5.03674 -0.47741 -0.21281  -0.1009
C: -4.36378 -1.59250 -0.68713  -0.2345
C: -2.98161 -1.58911 -0.66343  0.0835
N: -2.27479 -0.55309 -0.19882  -0.5347
H: -1.77550 3.64943 1.33008  0.2776
H: -3.20364 2.86752 2.02656  0.2559
H: -3.22679 3.38327 0.33963  0.2504
H: 3.76922 0.97322 -0.08951  0.2201
H: 5.88129 2.20232 0.29501  0.2286
H: 5.84149 4.38242 1.45144  0.2331
H: 3.70127 5.34168 2.22588  0.2342
H: 1.58765 4.11493 1.83940  0.2352
H: -4.80735 1.48845 0.63543  0.2530
H: -6.11790 -0.44311 -0.22512  0.2528
H: -4.89478 -2.44643 -1.08208  0.2544
H: -2.41233 -2.42517 -1.05132  0.2242
C: -2.59029 -3.33870 2.96014  -0.4158
N: -1.33105 -3.77160 2.35982  -0.3086
C: -1.01349 -5.08460 2.06037  -0.0521
C: 0.24672 -5.09528 1.57814  -0.0452
N: 0.67833 -3.78745 1.60196  -0.4863
C: -0.28317 -2.98048 2.08199  0.2555
S: -0.14248 -1.27993 2.37068  -0.1236
H: -3.41825 -3.80156 2.42876  0.2290
H: -2.65869 -2.25744 2.88849  0.2399
H: -2.62190 -3.63124 4.00755  0.2428
H: -1.70792 -5.88993 2.22224  0.2599
H: 0.86352 -5.90580 1.23430  0.2633
H: 1.60332 -3.46228 1.36467  0.4549
S: 0.51217 -1.89808 -1.85578  -0.2474
C: 1.13491 -0.69617 -2.93162  0.1316
N: 2.10115 -1.10218 -3.78742  -0.4561
C: 2.68742 -0.31681 -4.71842  0.0849
C: 2.31418 0.98768 -4.83792  -0.2449
C: 1.31135 1.46503 -3.98560  -0.0771
C: 0.72753 0.63675 -3.05461  -0.2420
H: 2.39912 -2.06767 -3.70899  0.4460
H: 3.44257 -0.78307 -5.33390  0.2497
H: 2.77899 1.62060 -5.57817  0.2640
H: 0.98409 2.49339 -4.06535  0.2509
H: -0.06317 1.01165 -2.42192  0.2247

Force components x, y, z for each atom (eV/Å):
0.175 0.241 -0.019
-0.041 -0.027 -0.007
0.141 0.177 0.082
-0.228 -0.353 0.027
0.322 0.156 0.090
-0.448 0.029 0.069
-0.050 -0.099 -0.104
0.136 -0.055 -0.078
0.022 0.014 0.004
-0.003 0.006 0.005
-0.010 -0.011 -0.004
0.015 -0.007 -0.002
-0.008 0.000 -0.004
-0.041 -0.118 -0.037
-0.004 0.057 0.030
0.009 -0.063 -0.029
-0.081 0.039 0.054
0.130 0.069 -0.084
0.046 -0.012 -0.032
0.008 -0.001 -0.001
-0.010 -0.003 -0.010
-0.005 -0.001 0.007
-0.012 0.003 0.003
0.001 0.005 0.003
-0.005 0.004 0.002
-0.001 0.000 -0.001
0.003 0.005 0.003
-0.005 -0.008 -0.002
0.001 0.005 0.003
0.005 -0.002 0.001
0.018 0.009 -0.007
-0.052 -0.010 0.025
-0.001 0.035 0.029
-0.016 0.013 -0.020
-0.006 0.024 0.023
0.057 -0.020 -0.035
0.057 -0.118 0.036
-0.084 0.063 -0.224
0.016 -0.009 -0.018
0.014 0.005 -0.015
0.028 -0.003 0.000
-0.011 0.012 0.001
0.007 0.009 0.004
-0.014 0.014 -0.011
-0.188 -0.049 0.235
0.092 0.104 -0.065
0.061 -0.020 0.002
0.015 -0.070 -0.005
-0.072 0.114 0.027
0.070 -0.031 -0.062
-0.045 -0.060 0.057
0.005 0.004 -0.007
-0.006 -0.033 0.017
0.003 -0.006 0.001
0.002 -0.002 0.004
-0.016 -0.023 0.041

Computed properties:
Expectation value of S²: 2.021
LUMO level (spin up / spin down): -6.53 / -6.50 eV
E_tot: -82560.03659 eV
Charge: +2
Frontier orbital gap (spin up / spin down): 6.894 / 6.917 eV
Multiplicity: 3

Q: Number 1 is which compound?
A: C23H23N3O2